1.
Formula: C25H25N2O2
Source: the OMol25 dataset
Level of theory: ωB97M-V/def2-TZVPD

Atoms and positions in Å:
C (5.69, 1.67, 1.94)
O (5.15, 0.32, 1.89)
C (3.80, 0.17, 1.82)
C (3.26, -1.15, 1.96)
C (1.91, -1.30, 2.28)
C (1.01, -0.21, 2.47)
C (-0.39, -0.44, 2.73)
C (-0.95, -1.65, 3.02)
C (-2.37, -1.96, 2.82)
N (-2.85, -2.81, 4.09)
C (-3.74, -3.87, 3.90)
C (-4.17, -4.70, 4.93)
C (-3.84, -4.44, 6.31)
N (-4.33, -5.17, 7.38)
C (-4.20, -4.66, 8.78)
C (-4.63, -5.85, 9.67)
C (-4.53, -7.12, 8.81)
C (-4.43, -6.67, 7.34)
C (-2.98, -3.29, 6.49)
C (-2.46, -2.59, 5.40)
C (-3.11, -0.64, 2.64)
C (-4.50, -0.61, 2.71)
C (-5.20, 0.54, 2.31)
C (-4.51, 1.73, 1.96)
C (-3.14, 1.82, 2.25)
C (-2.46, 0.61, 2.53)
O (-1.10, 0.71, 2.59)
C (1.57, 1.07, 2.18)
C (2.91, 1.28, 1.85)
H (6.77, 1.52, 1.96)
H (5.41, 2.26, 1.05)
H (5.37, 2.23, 2.84)
H (3.91, -2.02, 1.88)
H (1.46, -2.29, 2.31)
H (-0.35, -2.49, 3.31)
H (-2.68, -2.73, 2.07)
H (-4.11, -4.02, 2.85)
H (-4.82, -5.54, 4.64)
H (-4.87, -3.79, 9.01)
H (-3.13, -4.37, 9.04)
H (-5.65, -5.70, 10.01)
H (-4.03, -5.93, 10.59)
H (-3.66, -7.70, 9.09)
H (-5.39, -7.78, 8.98)
H (-3.54, -7.13, 6.87)
H (-5.33, -7.02, 6.77)
H (-2.65, -3.00, 7.50)
H (-1.69, -1.79, 5.57)
H (-5.05, -1.50, 3.08)
H (-6.30, 0.54, 2.23)
H (-5.04, 2.61, 1.52)
H (-2.57, 2.75, 2.15)
H (0.94, 1.95, 2.13)
H (3.31, 2.29, 1.71)

* structure (SMILES): COc1ccc(C2=C[C@@H]([n+]3ccc(N4CCCC4)cc3)c3ccccc3O2)cc1
* HOMO-LUMO gap: 7.31 eV
* total charge: +1


2.
Formula: C25H25N3O3S
Source: the OMol25 dataset
Level of theory: ωB97M-V/def2-TZVPD

Atoms and positions in Å:
C (-8.78, -1.51, 0.25)
H (-8.66, -1.79, -0.90)
O (-7.65, -0.51, 0.45)
C (-6.46, -1.01, 0.27)
C (-6.08, -2.39, -0.34)
C (-4.81, -2.57, -0.28)
C (-3.87, -1.66, 0.17)
C (-4.23, -0.28, 0.38)
C (-5.60, 0.00, 0.55)
H (-5.85, 0.88, 1.02)
H (-3.55, 0.65, 0.80)
C (-2.49, -1.77, -0.28)
C (-1.32, -1.23, -0.13)
C (0.05, -1.43, -0.18)
O (0.35, -2.66, -0.66)
N (0.91, -0.57, 0.09)
C (2.36, -0.96, -0.02)
C (3.31, 0.03, 0.26)
C (4.73, -0.46, 0.11)
C (4.50, -1.84, 0.00)
S (2.84, -2.42, -0.44)
C (5.57, -2.72, -0.06)
C (6.91, -2.07, 0.50)
C (7.03, -0.70, 0.13)
C (5.92, 0.29, 0.19)
H (6.02, 1.12, -0.07)
H (6.02, 0.13, 1.51)
H (7.17, -0.58, -1.16)
H (7.95, -0.37, 0.45)
H (7.84, -2.81, 0.28)
H (6.79, -2.07, 1.48)
H (5.42, -3.80, 0.12)
H (5.93, -2.98, -1.26)
C (3.11, 1.39, 0.45)
O (3.62, 2.06, 1.39)
N (2.29, 2.30, -0.35)
H (1.99, 1.61, -1.39)
C (1.74, 3.47, 0.06)
C (0.22, 3.46, -0.20)
C (-0.57, 2.76, 0.81)
N (-1.68, 2.38, 0.86)
C (-2.60, 3.16, 0.01)
C (-1.99, 3.88, -1.15)
C (-0.56, 3.93, -1.15)
H (-0.13, 4.76, -1.99)
H (-2.35, 4.36, -1.92)
H (-3.45, 2.80, -0.17)
H (0.21, 1.98, 1.55)
H (2.14, 4.20, -1.09)
H (2.00, 3.85, 0.81)
H (0.72, 0.43, 0.22)
H (-1.44, 0.03, 0.22)
H (-1.98, -2.83, -0.58)
H (-4.38, -3.53, -0.61)
H (-6.70, -3.04, -0.34)
H (-8.72, -2.32, 0.98)
H (-9.79, -1.06, 0.32)

* HOMO-LUMO gap: 7.52 eV
* total charge: 0


3.
Formula: C25H25N4O2STi
Source: the OMol25 dataset
Level of theory: ωB97M-V/def2-TZVPD

Atoms and positions in Å:
Ti (-0.35, -0.07, -0.16)
C (-1.97, 1.63, 2.34)
C (-0.65, 1.12, 2.82)
C (-0.25, 1.35, 4.12)
C (0.98, 0.89, 4.57)
C (1.79, 0.20, 3.69)
C (1.34, -0.02, 2.39)
N (0.14, 0.43, 1.95)
C (2.11, -0.78, 1.41)
C (3.31, -1.41, 1.68)
C (3.95, -2.14, 0.70)
C (3.35, -2.23, -0.56)
C (2.16, -1.58, -0.80)
N (1.53, -0.85, 0.17)
C (1.46, -1.60, -2.10)
C (1.94, -2.34, -3.18)
C (1.26, -2.29, -4.37)
C (0.13, -1.49, -4.46)
C (-0.31, -0.79, -3.35)
C (-1.53, 0.08, -3.48)
N (0.34, -0.85, -2.17)
H (-1.83, 2.48, 1.66)
H (-2.53, 0.87, 1.80)
H (-2.57, 1.98, 3.18)
H (-0.91, 1.90, 4.78)
H (1.31, 1.08, 5.58)
H (2.75, -0.17, 4.01)
H (3.75, -1.34, 2.67)
H (4.89, -2.64, 0.90)
H (3.83, -2.79, -1.34)
H (2.83, -2.94, -3.08)
H (1.61, -2.85, -5.23)
H (-0.42, -1.41, -5.38)
H (-1.86, 0.11, -4.51)
H (-2.35, -0.30, -2.87)
H (-1.31, 1.10, -3.17)
O (-3.80, 1.87, -1.07)
C (-2.66, 1.53, -0.87)
O (-2.25, 0.33, -0.53)
C (-1.52, 2.53, -0.99)
C (-1.74, 3.85, -1.33)
C (-0.65, 4.70, -1.41)
C (0.62, 4.20, -1.14)
C (0.75, 2.87, -0.79)
N (-0.30, 2.04, -0.72)
H (-2.75, 4.17, -1.54)
H (-0.78, 5.74, -1.68)
H (1.49, 4.83, -1.18)
H (1.72, 2.43, -0.57)
C (-3.01, -2.24, 0.99)
S (-1.31, -2.45, 0.46)
C (-0.55, -2.96, 2.01)
H (-3.43, -3.21, 1.24)
H (-3.56, -1.79, 0.16)
H (-3.06, -1.57, 1.85)
H (-0.69, -2.20, 2.78)
H (0.51, -3.11, 1.83)
H (-0.99, -3.91, 2.33)

* HOMO-LUMO gap (alpha / beta): 5.63 / 8.24 eV
* 2S+1: 3
* total charge: +1


4.
Formula: C25H25N5O4S
Source: the OMol25 dataset
Level of theory: ωB97M-V/def2-TZVPD

Atoms and positions in Å:
C (-7.46, -1.13, 0.69)
O (-7.21, -0.10, -0.23)
C (-5.89, -0.06, -0.72)
C (-4.87, 0.46, 0.32)
N (-3.58, 0.67, -0.28)
C (-2.55, -0.19, -0.09)
O (-2.60, -1.15, 0.65)
C (-1.30, 0.19, -0.90)
C (-0.83, 1.56, -0.56)
C (-0.85, 2.18, 0.65)
C (-0.23, 3.45, 0.63)
C (0.26, 3.78, -0.59)
S (-0.03, 2.54, -1.75)
N (-0.25, -0.80, -0.70)
C (-0.12, -1.78, -1.63)
O (-0.83, -1.84, -2.62)
C (1.01, -2.79, -1.41)
N (2.25, -2.18, -1.07)
N (2.98, -2.58, -0.02)
N (4.01, -1.84, 0.12)
C (4.00, -0.89, -0.85)
C (4.86, 0.18, -1.12)
C (4.52, 1.00, -2.17)
C (3.38, 0.79, -2.95)
C (2.52, -0.26, -2.71)
C (2.85, -1.10, -1.65)
C (0.49, -0.77, 0.51)
C (0.24, -1.69, 1.52)
C (1.01, -1.66, 2.67)
C (2.04, -0.75, 2.82)
C (2.28, 0.19, 1.82)
C (3.40, 1.17, 1.85)
C (4.62, 0.74, 2.62)
O (3.33, 2.22, 1.25)
C (1.49, 0.19, 0.68)
H (-6.96, -0.96, 1.65)
H (-7.14, -2.10, 0.29)
H (-8.54, -1.14, 0.84)
H (-5.92, 0.63, -1.57)
H (-5.57, -1.05, -1.07)
H (-5.24, 1.41, 0.74)
H (-4.74, -0.27, 1.12)
H (-3.48, 1.41, -0.95)
H (-1.56, 0.12, -1.97)
H (-1.29, 1.74, 1.53)
H (-0.15, 4.09, 1.49)
H (0.78, 4.66, -0.89)
H (0.75, -3.48, -0.60)
H (1.10, -3.36, -2.34)
H (5.74, 0.35, -0.52)
H (5.15, 1.85, -2.40)
H (3.16, 1.47, -3.75)
H (1.64, -0.43, -3.31)
H (-0.55, -2.40, 1.40)
H (0.81, -2.38, 3.46)
H (2.64, -0.76, 3.72)
H (4.91, -0.26, 2.30)
H (5.43, 1.44, 2.44)
H (4.40, 0.71, 3.68)
H (1.70, 0.91, -0.09)

* structure (SMILES): COCCNC(=O)[C@@H](c1cccs1)N(C(=O)Cn1nnc2ccccc21)c1cccc(C(C)=O)c1
* HOMO-LUMO gap: 9.29 eV
* total charge: 0


Q: total charge of number 3 (C25H25N4O2STi)?
A: +1


Q: What is the total charge in the first record?
A: +1